{"formula": "C22H24AuNO5", "method": "wB97M-V/def2-TZVPD", "symbols": ["Au", "C", "C", "C", "H", "C", "C", "H", "H", "H", "H", "C", "C", "C", "H", "C", "C", "H", "H", "H", "H", "O", "C", "C", "C", "C", "C", "H", "H", "H", "H", "H", "H", "H", "H", "H", "H", "O", "C", "O", "C", "C", "C", "C", "C", "C", "N", "O", "O", "H", "H", "H", "H"], "positions_angstrom": [[0.21223, 0.21513, 0.18005], [-2.28152, 1.04338, -0.55491], [-1.37425, 2.10024, -0.19788], [-0.25711, 2.06116, -1.11874], [-1.57147, 2.88424, 0.53452], [-0.55342, 1.03973, -2.10425], [-1.81200, 0.45371, -1.77092], [-2.35493, -0.26596, -2.36909], [-3.21263, 0.82342, -0.05803], [0.55135, 2.79458, -1.16936], [-0.00478, 0.88808, -3.03313], [-0.82879, -1.89540, 1.49646], [-1.50688, -2.07048, 0.25875], [-0.53897, -2.35375, -0.74773], [-2.59103, -2.11174, 0.14878], [0.75341, -2.30138, -0.14670], [0.59257, -1.91747, 1.23040], [1.39330, -1.85564, 1.98277], [-1.31107, -1.88377, 2.47447], [-0.74405, -2.66474, -1.77084], [1.68913, -2.67984, -0.59311], [1.91157, 0.28558, -0.98068], [3.78089, -1.27025, -2.28132], [4.15272, -0.15022, -1.42781], [3.03535, -1.05069, -3.52159], [4.18384, -2.63843, -1.91667], [3.10604, 0.05061, -0.26603], [4.19200, 0.78181, -2.03027], [5.15741, -0.30441, -0.99929], [3.03833, -0.86003, 0.37207], [3.40168, 0.92510, 0.35345], [3.72550, -0.78398, -4.34648], [2.29702, -0.23548, -3.42209], [2.51552, -1.97830, -3.81584], [5.20633, -2.86707, -2.27577], [3.50715, -3.37208, -2.38691], [4.18168, -2.79771, -0.82398], [0.76709, 2.01482, 2.91123], [-0.30446, 1.41396, 2.86168], [-0.67896, 0.40163, 2.08828], [-1.47411, 1.86131, 3.69775], [-2.73616, 1.29959, 3.46218], [-3.83598, 1.68057, 4.18592], [-3.68389, 2.60251, 5.23145], [-2.42081, 3.16680, 5.51232], [-1.33496, 2.78286, 4.76008], [-4.85172, 3.01765, 5.97087], [-5.96176, 2.52050, 5.66969], [-4.76232, 3.85067, 6.89375], [-2.84385, 0.55804, 2.68535], [-4.82187, 1.26549, 4.00107], [-2.38562, 3.85910, 6.34577], [-0.36814, 3.22154, 4.98859]], "forces_ev_per_angstrom": [[2.90, 0.31, 0.47], [0.46, 1.80, -1.04], [-1.07, -0.42, -1.08], [-1.13, -0.16, -0.13], [0.35, -0.48, 0.10], [-1.76, 0.68, -0.32], [0.65, 1.26, -0.02], [0.23, -0.25, 0.18], [-0.03, -0.10, 0.13], [-0.23, -0.47, 0.10], [0.07, -0.23, 0.49], [-0.23, -1.66, -0.99], [0.60, -1.17, 1.18], [0.84, -0.83, 0.60], [0.30, 0.18, -0.07], [-0.81, -0.91, -0.52], [-0.72, -0.71, 0.19], [-0.48, -0.03, -0.43], [0.25, 0.50, -0.39], [0.07, 0.34, 0.17], [-0.56, 0.78, 0.10], [1.53, -0.09, 0.28], [-0.10, -0.33, 0.03], [0.36, 0.79, 0.93], [-0.48, 0.03, -0.64], [0.00, -0.54, 0.10], [-0.63, 0.33, -1.62], [-0.14, -0.28, 0.44], [0.06, 0.00, 0.05], [0.23, 0.35, -0.21], [-0.03, -0.34, 0.01], [-0.13, 0.01, -0.11], [0.27, -0.33, 0.08], [0.03, 0.36, -0.06], [0.00, -0.09, 0.08], [0.24, 0.09, 0.27], [-0.01, 0.02, -0.32], [-0.32, -0.15, 0.28], [-0.67, -1.90, -2.20], [0.43, 3.48, 3.31], [-0.49, 0.24, 1.26], [0.32, 0.09, -0.24], [-0.58, 0.40, 0.95], [0.86, 0.05, -0.66], [-1.44, -0.33, 0.35], [0.18, -0.11, -0.50], [-2.12, 0.31, 0.99], [1.80, 0.63, 0.29], [0.40, -1.02, -1.25], [0.22, 0.03, -0.15], [0.21, 0.06, -0.05], [0.29, 0.02, -0.15], [0.00, -0.21, -0.26]], "mulliken_spin": [0.40, 0.02, 0.05, 0.07, -0.01, 0.05, 0.03, 0.00, 0.00, 0.00, -0.02, -0.01, 0.10, -0.01, 0.01, 0.09, 0.07, -0.01, 0.00, 0.00, -0.03, 0.09, 0.64, 0.12, 0.05, 0.05, 0.14, 0.00, 0.02, -0.03, -0.01, 0.05, 0.00, 0.00, 0.02, 0.01, 0.01, 0.00, 0.01, 0.01, 0.00, 0.00, 0.00, 0.00, 0.00, 0.00, 0.00, 0.00, 0.00, 0.00, 0.00, 0.00, 0.00], "spin_multiplicity": 3, "orbital_gap_ha": [0.126, 0.129], "charge": -2, "s2": 2.011, "homo_energy_ev": [0.0, -0.1]}


{"formula": "C4H4N2S", "method": "wB97M-V/def2-TZVPD", "symbols": ["S", "C", "C", "C", "C", "N", "N", "H", "H", "H", "H"], "positions_angstrom": [[-0.40547, -2.47503, -0.58028], [-0.74868, -1.12697, 0.53812], [-0.16161, 0.02531, 0.29580], [0.84695, 0.55192, -0.63486], [0.68189, 1.91359, -0.46419], [-0.34392, 2.27318, 0.52059], [-0.67894, 1.07812, 1.05034], [-0.48069, -3.56066, 0.61927], [-1.53963, -1.38790, 1.28725], [1.53625, 0.11238, -1.42037], [1.29384, 2.59606, -1.21167]], "forces_ev_per_angstrom": [[-0.26, -2.11, 3.52], [-0.75, -3.19, -0.60], [1.36, 1.65, 0.32], [-0.46, 1.35, -0.32], [0.99, -0.18, -2.20], [1.53, -4.58, 0.47], [-0.65, 4.19, -1.29], [0.11, 2.34, -2.94], [1.05, 0.99, -0.59], [-1.22, 0.29, 1.42], [-1.71, -0.77, 2.21]], "nbo_charge": [0.03, -0.18, -0.04, -0.30, -0.08, -0.17, -0.16, 0.17, 0.26, 0.25, 0.22], "smiles": "S/C=C1\\C=CN=N1", "orbital_gap_ha": 0.308, "de_lowest_ev": 3.9114, "homo_energy_ev": -9.5}